The following is a quantum chemistry calculation of a cluster of 9 separate species, C28H64Cl12N6O11P2 in total in a non-equilibrium geometry, from OMol25.

The geometry in XYZ format:
```
123
Properties=species:S:1:pos:R:3
C -3.89 1.53 5.41
C -2.73 1.88 1.28
O 3.06 3.34 -2.75
Cl 6.39 1.31 -3.55
C 0.13 -0.98 4.11
H -1.84 1.34 0.99
N -3.93 1.04 1.57
C 2.37 6.39 -4.26
H -0.10 5.51 -4.43
P -4.20 0.39 3.09
H -1.06 3.34 -1.59
P 1.77 4.15 -2.81
H -0.91 -1.23 3.84
H -0.71 4.62 -0.38
H -0.67 -0.38 5.97
H 0.69 -1.78 3.65
H 2.59 -0.34 -0.33
C -4.81 3.00 3.68
Cl 1.79 -4.87 2.75
Cl 4.39 -4.16 1.77
H 2.92 -1.95 -0.85
O -0.53 -5.59 -0.57
H 1.78 2.90 -5.94
H -0.87 -8.33 -1.81
C -0.56 -7.35 -2.29
H 1.22 -0.20 5.86
H 2.23 2.62 -0.51
C 1.24 3.01 -0.35
C 0.33 -0.83 5.66
C -0.53 4.25 -1.40
C 3.89 0.62 3.83
O -3.16 -0.56 3.52
C -5.68 -1.76 2.43
H -1.06 3.96 -4.53
H -3.94 3.72 3.56
H 0.44 -1.85 6.08
H -3.11 2.60 0.55
O 1.12 -1.37 -1.59
O 0.34 0.38 3.56
H 1.69 6.52 -0.95
H -6.20 -1.78 1.45
O -0.27 -6.79 1.36
C 2.99 -3.63 2.81
H -0.72 5.09 -2.05
H -0.17 -7.72 -3.25
H 3.21 6.77 -1.72
C 1.54 0.94 3.67
H 2.28 5.58 -4.91
H 2.37 2.16 -4.45
Cl 2.06 -2.54 -5.49
H -6.15 -2.40 3.20
H 1.79 7.30 -4.62
H 1.30 3.48 0.63
H 0.85 -5.78 -2.08
Cl 4.93 0.79 -5.98
Cl 3.63 -3.23 4.44
H -4.34 0.99 -0.51
H -5.74 1.10 0.40
N 1.04 3.79 -4.24
H -2.90 0.94 5.50
C 0.35 -1.57 -0.47
C 2.49 -1.02 -1.20
Cl 5.46 -5.51 -0.98
H -7.32 0.51 2.04
H 1.05 -7.06 -0.82
C -0.65 -5.85 0.75
H -2.09 -5.92 2.88
H -0.09 4.48 -5.94
Cl 4.81 -5.37 -3.78
H 5.68 -3.82 -2.49
C 0.33 -6.45 -1.41
C 5.91 -4.87 -2.57
H 2.81 0.30 -2.97
C 5.29 1.98 -4.76
O -0.91 -1.42 -0.85
Cl 7.60 -5.02 -3.01
Cl -0.73 -1.51 -5.65
H 1.76 7.76 -2.11
N 1.83 5.83 -2.94
H -3.76 2.50 5.88
H 4.11 1.34 4.63
C -4.71 0.62 0.45
H -5.50 3.39 4.41
H 4.53 -0.22 4.06
H 4.34 2.23 -4.16
N -4.32 1.73 4.05
N 0.90 3.95 -1.40
C 3.21 -0.65 -2.54
C 0.55 -2.21 -4.62
H 2.63 -2.70 2.41
C -1.60 -4.95 2.66
Cl 6.01 3.44 -5.37
H -5.25 2.99 2.68
C -1.88 -1.69 0.16
H -4.67 -2.20 2.37
H -4.89 -0.45 0.31
H 4.12 1.20 2.92
H -2.40 2.33 2.18
H 3.08 -1.41 -3.32
H -7.58 -0.44 3.49
H -2.31 -4.16 2.92
H 4.25 -0.42 -2.44
C -6.91 0.26 3.01
H 0.81 -1.55 -3.78
H -2.77 -1.11 -0.12
H -4.70 1.09 5.97
H -1.39 -6.73 -2.58
H -6.76 1.12 3.70
O 0.79 -1.66 0.65
C -0.18 4.48 -4.82
H 3.47 6.72 -4.16
H 0.56 2.16 -0.30
N -5.61 -0.45 3.10
O -1.29 -4.79 1.23
H -0.65 -4.89 3.19
Cl -0.19 -3.64 -3.86
H -1.62 -1.35 1.17
O 2.55 0.12 3.89
C 1.49 2.61 -4.96
H -2.11 -2.75 0.13
O 1.61 2.14 3.56
C 2.17 6.74 -1.87
H 0.70 1.84 -5.00
```

## Properties
Highest occupied orbital energy in Ha: -0.3287
SMILES: CN(C)P(=O)(N(C)C)N(C)C.CN(C)P(=O)(N(C)C)N(C)C.CCOC(=O)OC.CCOC(=O)OC.CCOC(=O)OC.ClC(Cl)Cl.ClC(Cl)Cl.ClC(Cl)Cl.ClC(Cl)Cl

=====

The following is a quantum chemistry calculation of a cluster of 8 separate species, C28H64F5INO8 in total in a non-equilibrium geometry, from OMol25.

The geometry in XYZ format:
```
107
Properties=species:S:1:pos:R:3
H -4.12 4.51 2.98
H 4.73 -2.45 3.56
H -2.59 5.02 4.07
H -1.50 -0.67 -2.94
C 4.97 -1.60 4.19
H 1.69 -3.39 0.16
C -0.92 -1.46 -2.44
H 5.35 -1.52 -6.33
H 0.51 -2.96 1.42
H -2.87 -1.02 4.04
C 5.00 -2.31 -6.99
H 1.98 -1.07 -4.24
H -3.06 3.45 5.95
C -2.88 -0.94 -0.98
H -3.44 6.33 1.46
F -2.36 -5.40 -1.20
H -2.59 0.12 -1.00
H -5.50 4.58 1.87
H -1.07 -2.36 -3.04
H -3.40 -1.57 -2.99
O -0.94 0.57 3.14
H 8.01 -4.67 -5.09
C 3.84 -0.59 4.18
C -2.04 3.82 5.77
H 4.09 0.27 4.80
H -0.40 -1.23 3.88
C -2.66 -4.14 -1.40
H 3.49 -3.02 -5.63
C -2.24 -0.59 4.82
H 5.21 -4.67 -4.85
H 5.08 -1.95 -8.02
H 5.15 -1.98 5.21
C -3.91 -1.16 -2.10
F -3.85 -3.93 -0.89
H -3.37 1.67 2.35
H -5.58 -0.07 -2.98
H 0.17 1.02 -1.85
H -1.33 1.40 3.45
H -4.65 -1.91 -1.80
C -3.94 3.20 1.27
C 1.13 -1.65 -3.86
C -4.76 3.92 2.33
H -0.50 3.07 4.82
C -0.59 -1.04 0.03
C -1.51 -1.70 -1.02
H 2.75 -0.31 0.57
H -2.60 8.17 -0.03
C 1.34 -2.59 0.81
O 7.14 -4.34 -5.32
H -2.56 9.26 1.35
H 2.16 -2.34 1.50
C 6.18 -5.06 -4.54
H 2.70 -1.22 -7.64
C -1.58 -3.23 -0.75
H -4.54 7.71 1.47
O -1.41 2.80 5.00
F -2.74 -3.95 -2.70
H -2.20 -1.29 5.66
H -1.48 7.87 1.31
H -5.29 3.19 2.95
H 3.22 -3.49 -7.31
C -3.53 7.38 1.75
H 6.21 -6.13 -4.80
H 0.32 0.82 -3.62
H 0.36 -1.66 -4.64
C -4.63 0.14 -2.46
H 5.67 -3.17 -6.88
H -4.89 0.70 -1.55
H 1.46 -2.68 -3.68
C 1.67 -0.12 0.55
H -0.72 0.05 -0.10
H 2.71 -1.48 5.50
I -3.94 -1.04 0.91
H 6.33 -3.82 -2.79
C 3.57 -2.68 -6.66
H -0.20 0.10 5.02
C -0.86 -0.32 4.25
H 1.31 0.05 1.57
F -1.69 -3.49 0.58
O 2.68 -1.57 -6.74
C -2.48 8.22 1.05
C 0.57 -1.04 -2.56
H -0.94 -1.26 1.04
O -3.38 7.38 3.16
N 1.36 -1.56 -1.43
O 2.63 -1.57 -1.61
O 2.60 -1.16 4.60
H -2.61 5.90 5.60
H 1.46 0.79 -0.03
C 0.70 0.49 -2.65
O -2.94 2.36 1.83
H 3.66 -0.23 3.17
F -0.41 -3.79 -1.17
H -2.69 0.34 5.17
C 6.38 -4.87 -3.05
H 5.61 -5.41 -2.49
H 5.90 -1.15 3.84
H -4.59 2.63 0.61
H 7.36 -5.25 -2.74
H -3.40 3.93 0.66
H -3.47 8.29 3.47
H -4.02 0.78 -3.11
C 0.93 -1.34 -0.02
C -2.08 5.14 5.03
H -1.07 5.50 4.83
H -1.55 3.93 6.74
H 1.77 0.76 -2.60
```

## Properties
Highest occupied orbital energy (spin up / spin down) in Ha: -0.2826 / -0.3316
2S+1: 2

=====

ΔE to the lowest compared entry with this formula, charge and spin: 1.1146, 0.0000 (eV)